27
Properties=species:S:1:pos:R:3:forces:R:3 method="wB97M-V/def2-TZVPD" e_lumo_ev=0.72 e_above_lowest_ev=0.000 e_homo_ev=-9.2 smiles=CC[Si](S)(CC)C(C)C
S -1.74638 -1.76050 1.40954 -0.982 1.260 -0.060
Si -0.49607 -0.23833 0.43726 0.459 -2.491 -2.614
C 0.99388 -1.39632 -0.47474 0.493 1.162 1.570
C 1.70586 1.35543 1.71820 -0.161 -1.020 -1.925
C -0.82356 2.04508 -1.06898 -0.298 -0.942 0.466
C -1.56712 -0.11335 -2.27928 0.644 1.870 -0.818
C -1.59809 0.65581 -0.92961 5.509 -0.703 -1.074
C 0.26737 0.79705 1.75772 -0.885 2.881 -0.049
C 1.65944 -2.51328 0.43524 -3.683 0.959 0.310
H 0.17993 1.92429 -1.66936 -2.057 0.380 1.078
H 1.90445 2.26167 2.27883 -0.239 -0.101 0.332
H 1.93498 1.58391 0.63755 -0.010 -0.062 1.042
H 2.54789 -2.84961 0.03300 2.387 -0.162 -0.371
H -1.61161 -1.17417 -2.17681 -0.322 -0.807 0.157
H -2.38916 0.22651 -3.03578 1.632 -0.436 1.279
H -0.49493 0.11338 -2.65226 -1.896 -0.465 -0.084
H 2.37180 0.54638 1.99712 0.436 0.142 0.171
H 0.72379 -2.02092 -1.32177 -0.506 0.872 -0.549
H -0.39591 1.70441 1.92288 0.302 -0.931 -0.357
H -2.84530 -0.88286 1.51762 1.150 -0.976 -0.074
H -2.51025 0.85036 -0.55909 -3.430 0.557 1.276
H -0.04146 0.20305 2.57257 0.507 -0.734 1.592
H 1.00144 -3.37185 0.23022 0.003 0.022 0.783
H -1.60381 2.70026 -1.57886 1.654 -0.079 0.747
H -0.58144 2.26736 0.04276 -0.391 0.857 -2.277
H 1.62228 -2.26992 1.51287 0.537 -0.313 -0.534
H 1.79198 -0.64387 -0.75684 -0.856 -0.741 -0.016



19
Properties=species:S:1:pos:R:3:forces:R:3 method="wB97M-V/def2-TZVPD" e_lumo_ev=0.76 e_above_lowest_ev=0.713 e_homo_ev=-8.9
O -0.35056 -0.41242 -2.18452 -0.711 0.138 0.172
N -1.80528 -1.40649 -0.77283 -0.005 -0.179 0.120
N 1.21533 -0.64913 1.69164 0.402 -0.235 -0.508
N 1.94258 -0.15546 -0.54278 0.020 0.642 -0.586
C -1.26265 -0.30993 -1.36909 0.504 -0.436 -0.114
C -1.85586 1.00888 -0.96138 -0.070 0.130 0.266
C 1.35139 0.73902 2.10256 -0.021 -0.263 0.147
C 1.51667 -0.94464 0.48341 -0.709 -0.776 0.593
H 1.85766 0.84074 -0.39205 0.076 -0.026 0.050
H -1.36591 -2.29822 -0.96268 -0.069 0.225 0.042
H -2.44638 1.40663 -1.79060 0.151 0.030 0.088
H 1.41782 -1.99743 0.16612 0.005 0.380 0.300
H 1.13690 0.81426 3.17286 0.021 0.002 -0.194
H 2.36717 1.11591 1.94441 -0.024 0.116 -0.065
H -1.04764 1.70285 -0.71357 -0.135 -0.064 -0.201
H -2.34192 -1.33108 0.08135 0.141 0.050 -0.334
H -2.50055 0.90620 -0.08412 0.027 0.055 -0.159
H 1.53583 -0.41078 -1.44800 0.363 0.040 0.467
H 0.63539 1.38110 1.57928 0.036 0.170 -0.083



28
Properties=species:S:1:pos:R:3:forces:R:3 method="wB97M-V/def2-TZVPD" e_lumo_ev=0.92 e_above_lowest_ev=4.341 e_homo_ev=-7.8
N 1.18485 -0.31884 0.85619 0.512 -1.253 -1.085
N 1.64061 -1.00383 -0.12949 -0.199 2.171 -0.183
N 1.12549 0.94258 0.86780 -1.203 -0.775 2.731
C 0.78981 -1.03378 2.09800 -2.693 -1.171 -2.219
C -2.69254 0.56086 0.04118 0.963 -1.857 -1.530
C 0.37574 2.45746 -0.85453 0.270 0.996 1.588
C 1.67508 -2.39322 -0.14608 -0.240 -2.424 -0.973
C -2.32052 -0.20883 -0.81577 -0.340 1.026 1.450
C -1.77007 -1.15091 -1.74602 0.264 0.844 -2.908
C 1.61237 1.76321 -0.17443 -2.132 1.532 0.589
C -2.89249 1.50839 1.08492 1.941 0.247 0.540
H -0.40974 2.61903 -0.09564 0.539 0.334 -0.059
H -1.23674 -0.64710 -2.63653 -0.875 -0.433 1.314
H 1.09170 -0.40508 2.82975 0.742 1.638 2.627
H -2.52510 -1.78207 -2.19800 -0.328 -0.116 -0.060
H -0.34648 -1.15758 2.09831 1.534 0.287 -0.024
H -1.91703 1.75119 1.57196 -0.585 -0.026 -0.471
H 1.23417 -2.02650 2.13908 0.066 0.452 0.057
H -0.13587 1.84351 -1.53504 -0.224 -1.372 -1.064
H 0.81683 -2.86603 -0.72382 0.560 0.538 0.767
H 1.86627 -3.04381 0.73670 -0.245 0.726 -0.096
H 2.11891 1.26249 -0.89584 1.824 -1.612 -2.124
H 0.54417 3.39579 -1.39730 0.425 -0.120 0.382
H 2.52235 -2.55315 -0.79021 0.428 -0.692 -0.352
H -3.30932 2.36751 0.66758 -0.617 1.780 -0.482
H -3.52090 1.19181 1.85333 -1.229 -0.783 1.222
H 2.28109 2.40334 0.39852 -0.034 0.758 -0.604
H -1.03181 -1.79581 -1.36309 0.875 -0.696 0.969



19
Properties=species:S:1:pos:R:3:forces:R:3 method="wB97M-V/def2-TZVPD" e_lumo_ev=-2.97 e_above_lowest_ev=0.864 e_homo_ev=-13.7 charge=+1
O 0.49886 0.91632 3.01942 0.319 0.610 0.144
N 0.04962 -1.16492 -2.24658 0.036 1.105 0.438
N -0.02328 0.69868 -0.21010 0.243 0.167 -0.610
C 0.80095 -1.46517 -1.05005 -0.906 -0.675 -0.162
C -1.36940 1.31673 0.10925 0.469 -1.474 -0.720
C 0.20359 -0.73683 0.13811 0.338 0.013 1.467
H -0.84447 -1.61257 -2.31229 -0.026 -0.271 -0.398
H 0.15582 1.45229 3.75195 -0.261 -0.305 -0.182
H 0.54735 -1.01271 -3.10612 -0.057 -0.435 -0.043
H 0.78368 -2.52969 -0.81109 0.195 -0.068 0.079
H 0.86394 -0.78552 1.00791 0.164 0.157 -0.207
H -1.68630 1.81873 -0.79020 0.062 0.966 0.149
H 1.82512 -1.17798 -1.17528 0.618 0.201 -0.156
H -0.71041 -1.14228 0.56367 -0.339 -0.119 -0.630
H 0.77298 1.24127 0.12262 -0.343 0.223 0.266
H -1.31160 1.85017 1.03762 -0.166 0.364 0.142
H -2.04620 0.47005 0.14100 -0.165 -0.022 0.556
H 1.43311 1.16719 3.05131 -0.017 -0.261 -0.090
H 0.05664 0.69623 -1.24114 -0.165 -0.177 -0.045



15
Properties=species:S:1:pos:R:3:forces:R:3 method="wB97M-V/def2-TZVPD" e_lumo_ev=6.16 e_above_lowest_ev=2.221 e_homo_ev=0.7 charge=-2
S 2.61260 1.42723 0.64359 2.746 1.849 0.080
O 0.35427 -2.81510 1.31428 -1.500 1.316 -0.482
O -0.73379 -1.63753 -1.59054 -0.414 0.560 -0.470
O -1.55626 -0.79733 0.28733 -1.946 -2.128 5.077
N -0.92202 0.67610 -1.10207 0.249 1.885 -0.658
C -1.09291 -0.71847 -0.80926 1.668 1.237 -2.731
C 1.06947 0.71759 0.39057 -2.121 1.441 -1.462
C -0.14679 1.59779 -0.18907 1.026 -1.704 -1.883
H 1.19656 -0.13961 -0.26284 -0.555 -0.252 0.236
H 0.43709 -1.85557 1.50303 0.630 -0.554 0.183
H -0.78280 2.17357 0.45218 -0.613 -0.608 1.617
H -0.46639 -2.63670 0.76459 0.846 -0.682 0.255
H 0.75379 0.55525 1.35674 -1.017 -1.634 2.011
H 0.24680 2.47951 -0.71251 0.430 -0.626 -0.940
H -0.96962 0.97328 -2.04603 0.571 -0.101 -0.833



18
Properties=species:S:1:pos:R:3:forces:R:3 method="wB97M-V/def2-TZVPD" e_lumo_ev=0.80 e_above_lowest_ev=4.907 e_homo_ev=-8.8 smiles=c1cncc(-c2cc[nH]n2)c1
N -1.79800 -1.70551 -1.51384 1.362 -2.037 0.694
N 0.92022 2.97880 -0.38077 -1.019 -5.603 3.527
N 0.12911 1.98195 -0.91598 2.946 -0.992 4.922
C -0.07148 -1.46822 0.70154 3.900 6.140 1.149
C -1.40389 -2.66997 -0.69522 -5.617 -3.057 -0.196
C -0.65658 -2.57519 0.49357 -3.783 -7.495 -2.601
C 0.39877 1.03129 0.08556 -3.130 -1.474 -4.303
C -1.10273 -0.61102 -1.24980 -0.419 -0.177 0.360
C 1.26670 1.44687 1.12584 -4.270 3.414 -5.836
C 1.50936 2.73815 0.84065 -0.914 -1.023 -2.810
C -0.30130 -0.37883 -0.21510 3.243 0.834 4.022
H -1.24239 0.17497 -1.83798 -0.900 3.210 -2.844
H 1.49516 0.68992 1.62049 2.899 -5.344 5.705
H -2.20446 -3.73723 -0.71184 2.789 3.117 -0.429
H 2.27068 3.31384 1.18581 1.634 2.062 1.064
H -0.84292 -3.63378 0.87522 1.634 1.928 1.035
H 0.70625 -1.30468 1.45795 -0.668 -0.128 0.201
H 0.92749 3.72863 -0.86610 0.313 6.624 -3.660



15
Properties=species:S:1:pos:R:3:forces:R:3 method="wB97M-V/def2-TZVPD" e_lumo_ev=-1.15 e_above_lowest_ev=0.486 e_homo_ev=-5.4 charge=-1
Sn 27.72548 -0.21260 -5.20885 1.437 2.569 -1.348
S 24.81196 -3.30664 -4.85756 -2.845 1.642 -1.965
S 29.11063 2.58883 -6.95204 0.424 2.152 -4.028
S 26.71373 -3.60427 -3.44123 6.117 -4.335 6.453
F 27.96192 -2.69780 -2.98632 0.665 0.994 0.317
F 24.79118 -2.55094 -6.27954 -0.273 -0.189 0.554
O 27.96640 2.63765 -6.02730 -2.602 -0.872 2.360
O 29.83627 1.38507 -6.53716 1.103 -3.744 1.879
O 27.46839 -4.75799 -3.89595 -1.700 1.011 -0.203
O 28.68857 2.44713 -8.33391 -1.130 -1.022 -0.402
O 24.85943 -4.68870 -5.17097 0.820 -0.104 0.000
O 25.98758 -3.73233 -2.19218 -0.207 0.086 -1.855
O 29.93359 3.78131 -6.92994 0.459 0.222 1.847
O 23.63374 -2.87995 -4.15029 1.598 0.463 -0.477
N 26.25717 -2.58709 -4.43268 -3.868 1.127 -3.131



38
Properties=species:S:1:pos:R:3:forces:R:3 method="wB97M-V/def2-TZVPD" s2=3.808 e_lumo_ev="-5.83 / -9.46" e_above_lowest_ev=1.540 e_homo_ev="-12.4 / -12.6" multiplicity=4 charge=+1
Tc -2.27704 -0.27714 -0.86909 -0.280 -0.063 0.241
Br -2.57159 -2.67182 -0.77328 0.078 -0.028 0.032
S -3.44777 0.15639 -3.44791 0.272 -0.040 0.089
S -4.31493 0.45262 -1.54932 0.131 0.022 0.122
O -3.23933 1.42371 -4.05142 -0.034 0.099 -0.118
O 2.55027 -3.22158 -3.55300 0.293 0.079 0.101
O -2.09604 -0.34318 -2.81993 -0.057 0.013 -0.287
O -0.21711 -0.51601 -0.80704 0.252 -0.124 -0.018
O 0.63150 0.78609 0.83442 0.191 -0.284 -0.096
O 5.50739 1.03469 1.07259 0.103 -0.093 -0.432
O 4.72123 -3.10729 -3.47469 -0.321 0.039 0.070
O -4.11009 -0.89527 -4.12550 -0.066 -0.101 0.004
O 6.75125 -0.17288 -0.24344 -0.220 0.232 -0.063
N 5.69428 0.25615 0.16566 0.076 -0.328 0.547
N 3.60376 -2.80480 -3.12529 0.096 -0.052 -0.128
N -2.29363 0.82593 0.81761 -0.242 -0.252 0.104
C -2.72157 -0.35551 1.12107 -0.258 0.296 -0.145
C -2.88134 1.70519 2.87666 0.056 -0.104 -0.167
C 2.22503 -1.39041 -1.60951 0.618 -0.715 -0.819
C 0.71025 -0.00536 -0.08163 -0.164 0.460 -0.095
C -3.28192 -0.65412 2.34988 0.167 -0.070 -0.081
C 4.65031 -1.28093 -1.49375 -0.269 -0.501 -0.531
C 3.51191 -1.79374 -2.03838 -0.301 0.063 0.092
C 3.22197 0.09267 0.00891 0.696 0.024 0.007
C 2.09623 -0.44161 -0.56366 -0.163 0.424 0.702
C 4.47339 -0.32893 -0.46192 -0.668 0.803 0.605
C -2.97472 2.85183 3.83337 -0.005 0.086 0.062
C -3.33853 0.41864 3.22497 0.058 0.062 -0.081
C -2.34791 1.89592 1.60799 0.092 0.000 0.208
H 5.63652 -1.57833 -1.82364 0.025 -0.004 -0.013
H -3.42384 2.54013 4.77316 -0.002 0.017 0.012
H -3.76615 0.27537 4.20905 -0.012 0.003 0.019
H 3.16033 0.81707 0.81089 -0.067 -0.016 -0.034
H -1.98506 3.25755 4.04491 -0.012 0.016 0.007
H -3.58275 3.65393 3.41424 0.012 0.015 0.016
H -3.64865 -1.63755 2.60031 -0.015 -0.009 -0.008
H -1.97314 2.83966 1.23800 -0.012 0.008 0.029
H 1.34751 -1.80709 -2.09127 -0.047 0.023 0.047



15
Properties=species:S:1:pos:R:3:forces:R:3 method="wB97M-V/def2-TZVPD" e_lumo_ev=0.44 e_above_lowest_ev=2.482 e_homo_ev=-8.0
S 0.82746 -1.89638 1.70058 0.200 0.220 -0.219
O 0.46756 1.41450 -2.43767 -0.286 1.254 1.149
N -2.34400 1.04199 0.50651 1.521 0.123 -1.304
N 0.88787 -0.21624 -0.42737 1.586 -0.841 0.456
N -1.18830 0.20772 0.58706 0.054 0.393 -0.805
C -0.45329 1.61130 -1.36287 0.737 -0.723 1.578
C 1.47425 -1.17048 0.38821 -1.571 -0.148 0.477
C -0.32139 0.48218 -0.31821 -0.059 -0.225 0.233
H 2.44436 -1.54627 0.07564 0.075 0.584 -0.465
H 0.03257 0.76965 -2.96244 -0.302 -0.946 -1.167
H -2.94742 0.80247 1.24379 -0.599 -0.246 1.102
H -0.19047 2.51157 -0.76366 -0.187 -0.094 -0.995
H -2.05107 2.01200 0.57248 -0.393 0.023 0.223
H 1.54992 0.10342 -1.13323 -0.789 0.235 0.038
H -1.50406 1.60078 -1.64658 0.015 0.389 -0.301



17
Properties=species:S:1:pos:R:3:forces:R:3 method="wB97M-V/def2-TZVPD" e_lumo_ev=-4.18 e_above_lowest_ev=3.712 e_homo_ev=-13.8 smiles="C=[NH+]N(C)CC" charge=+1
N -0.52198 0.42393 0.05033 0.566 0.705 0.653
N -1.36130 -0.60267 -0.11903 -0.331 0.874 -0.344
C -0.82145 1.81496 -0.20675 -2.534 1.150 0.107
C 0.88256 0.30574 0.55117 -0.250 -0.446 -0.104
C -1.12746 -1.81965 0.19135 -1.106 -1.850 -0.180
C 1.76776 -0.53772 -0.35862 2.538 0.579 1.064
H -0.40216 2.08511 -1.14562 0.668 0.457 -0.766
H 2.28002 0.01342 -1.23436 -0.771 -0.754 1.664
H -0.33119 2.37077 0.61444 -0.752 0.022 -0.614
H -1.96754 -2.54154 -0.03140 1.304 0.887 0.355
H 1.26123 -1.38957 -0.78235 -0.090 -0.343 -0.014
H -1.93221 2.14629 -0.31661 1.698 -1.087 0.640
H -2.29712 -0.42238 -0.58615 1.535 0.314 0.768
H 2.52480 -0.90589 0.47577 -0.823 0.379 -2.506
H 1.27202 1.34273 0.72427 -0.455 -1.052 -0.586
H -0.17979 -2.14794 0.61895 -0.439 0.250 -0.055
H 0.95380 -0.13560 1.55462 -0.758 -0.084 -0.082